Record 1
Computed, not measured: a molecular structure, C43H43F2N9O2PV, with ωB97M-V/def2-TZVPD.

CARTESIAN COORDINATES (ANGSTROEM)
1 N 0.950777 -0.715091 2.576701
2 H -1.021479 -3.013273 4.027397
3 C 1.600407 -0.289152 3.666685
4 H -2.940291 -0.995612 0.500226
5 C 0.317938 2.050912 -3.181576
6 H 0.896555 5.358155 -0.332444
7 H -1.637970 5.011771 -4.705901
8 C -0.603119 2.937518 4.632670
9 N 2.531257 -2.139885 0.704998
10 N -4.651237 -0.075552 -0.259440
11 H 0.751155 -7.178123 -1.567150
12 H 5.988271 -0.595548 1.784164
13 O 4.589421 -2.600861 1.481657
14 C 3.970999 -0.300917 1.166820
15 C 4.505675 2.364568 1.117129
16 H 1.166789 -5.895548 0.506683
17 N 1.206298 2.151189 -0.423572
18 C 2.639366 -3.817807 -1.721808
19 H -0.908857 3.139305 -6.146204
20 H 1.809691 4.744667 -1.726130
21 C -0.760760 4.186885 -2.936944
22 C 1.350884 4.475835 -0.774718
23 H -3.266181 0.626415 1.123686
24 C -0.035961 3.131384 -2.387640
25 C -0.930449 -3.030377 -1.168899
26 H 1.860966 -3.918164 1.573451
27 C -4.717598 1.026164 -2.845553
28 H -1.193500 3.659982 5.189272
29 C 2.556703 -3.608224 0.787579
30 H 1.559388 -6.316218 -3.733765
31 H 2.745201 -4.152202 -3.837174
32 H -2.333087 -1.277819 -2.433001
33 F -1.799965 -3.946335 2.179282
34 F -1.128339 -3.470046 -2.409308
35 N -0.850832 3.133174 3.195753
36 P -2.071652 0.743581 -1.019077
37 H -0.487122 3.349776 -0.318227
38 H 0.277167 1.214852 -5.157385
39 C -0.490775 2.206140 2.373949
40 H -5.111700 1.874223 0.347862
41 H -1.064769 5.018756 -2.309642
42 H -6.271866 1.124587 -0.769150
43 C 1.277402 -6.233776 -1.613200
44 H 6.477143 1.870017 1.813646
45 H 0.451212 3.085112 4.872964
46 H 4.126331 -4.527800 2.085210
47 H 4.586054 -4.342794 0.373647
48 C 5.503629 1.495757 1.528668
49 H 4.668484 3.430860 1.049344
50 H 1.943670 -0.451629 5.772991
51 C -3.184052 2.226551 -1.428783
52 V 1.046608 0.236742 0.811968
53 N 2.965061 0.534597 0.839305
54 C -5.212342 1.242059 -0.537589
55 C -1.267090 -3.263270 1.155867
56 C 1.727874 -5.745849 -2.830395
57 H -1.860811 4.954909 3.363695
58 C -4.775616 -0.907130 -1.454204
59 C -0.690602 3.121454 -5.087094
60 C 5.238507 0.136248 1.519364
61 C 0.032301 -1.702046 2.695791
62 H -5.836486 -1.044820 -1.667783
63 C 0.404760 3.260988 -0.950985
64 C -0.011214 2.049172 -4.531258
65 H -2.274736 0.195190 -3.402832
66 C 1.379662 -0.809928 4.923774
67 C -3.289704 0.002734 0.222663
68 C -0.185759 -1.878493 -0.979589
69 C 3.269997 1.847499 0.763292
70 C -1.514303 -3.718938 -0.120808
71 H 0.864272 1.223793 -2.744938
72 C 2.236253 2.666800 0.141478
73 C 0.022407 -1.411767 0.305423
74 H -0.219559 5.095812 2.709095
75 C 3.658849 -1.724809 1.107636
76 C -2.703738 -0.257722 -2.503974
77 H -2.775477 2.711759 -2.317055
78 H 2.331786 0.500650 3.522722
79 N -4.566943 1.884205 -1.675602
80 C 0.408218 -1.796247 5.064079
81 C -1.128240 4.490017 2.708867
82 H 3.175592 -2.875968 -1.764772
83 O 2.388136 3.985787 0.105189
84 C 1.508888 -5.514648 -0.449490
85 N -4.141915 -0.290173 -2.611243
86 C -0.270921 -2.243732 3.945023
87 H -4.321031 -1.881945 -1.264656
88 C 2.198163 -4.309954 -0.498502
89 H -5.781334 0.915648 -3.060645
90 C -0.487407 -2.133729 1.400427
91 N -0.225695 1.328847 1.650277
92 C 4.028192 -3.905216 1.200339
93 H 0.232411 -1.366175 -1.839067
94 H -2.112738 -4.603035 -0.290800
95 H 0.181291 -2.210465 6.037131
96 H -3.137299 2.941232 -0.597362
97 H -4.228721 1.490524 -3.704127
98 H -0.903641 1.935507 4.932029
99 C -1.084802 4.183844 -4.283388
100 H -1.537940 4.447533 1.701977
101 C 2.399571 -4.532875 -2.884999

Cartesian forces (eV/Å) of the 6 atoms listed first:
N 0.1300 -0.5160 1.3383
H 0.0002 0.0095 -0.0070
C 0.0131 -0.0438 0.2274
H -0.0057 -0.0022 0.0251
C 0.0615 0.0741 0.0367
H 0.0213 -0.0586 0.0937

Summary:
Highest occupied orbital energy (spin up / spin down) = -0.43251 / -0.43245 Eh
Total charge = +2
2S+1 = 3
Kohn-Sham gap (spin up / spin down) = 0.19392 / 0.18352 hartree
<S²> = 2.027

=====

Record 2
Computed, not measured: a molecular structure, C43H44AsBN5O5Tc, with ωB97M-V/def2-TZVPD.

CARTESIAN COORDINATES (ANGSTROEM)
1 H -1.355923 6.294015 -0.230390
2 H -2.465310 1.468233 -3.068596
3 H 2.577508 4.158453 -5.037267
4 H 3.806987 -0.920891 0.110007
5 C 3.823992 -0.528072 2.773366
6 H -1.595074 2.498625 5.152040
7 C 1.144702 2.591856 -5.334733
8 H -0.252398 0.959077 -5.335909
9 C 3.767730 0.136826 0.377737
10 H 3.055501 -5.051227 -3.154510
11 H -1.418092 -2.575794 -4.075548
12 N -1.329369 1.522410 2.636324
13 C -1.197093 4.355455 -1.154988
14 H 1.911144 1.205228 4.041085
15 C -1.802120 -0.534246 -3.511203
16 O 1.456684 1.972239 1.544893
17 C -1.352554 0.829135 3.815661
18 H 3.201507 0.658101 -0.393795
19 C -1.192734 -4.671239 1.487603
20 H -1.060930 2.299972 -1.717479
21 N -1.219859 2.485146 0.320875
22 C 3.732740 2.776772 1.565280
23 H -4.046428 -1.801837 1.184095
24 C -1.489626 1.424561 5.085168
25 C 2.611936 1.937607 3.627825
26 C -1.309771 5.223767 -0.071365
27 N -2.567654 -1.155907 -0.178812
28 C -1.493860 0.622229 6.183897
29 C -2.719282 0.517934 -3.513610
30 Tc -1.251927 0.474491 0.948087
31 H 3.372597 3.775296 1.819228
32 H -1.169108 -2.450846 4.727984
33 H -3.644593 -2.882375 -5.101291
34 H 2.204294 2.933697 3.813374
35 H 1.071976 -1.717880 -4.968270
36 O 1.743226 -0.295367 1.568125
37 C 0.473557 1.519796 -4.760343
38 H 2.437221 -3.772948 -5.174578
39 C -3.385256 -1.931314 -4.653245
40 H 1.838756 1.627228 -1.654512
41 H 1.924681 -4.452323 2.778083
42 C -2.130695 -1.759840 -4.081539
43 O -0.262232 -0.045989 -0.970350
44 C -1.329976 3.328086 1.375013
45 H -2.553577 -0.718729 -1.090945
46 H -1.451431 5.329099 2.083139
47 C 1.279168 -2.576768 -1.676020
48 C -3.960561 -1.190290 0.287522
49 H -1.889739 -5.391374 1.076052
50 C -1.156328 3.003739 -0.912513
51 H -2.139655 -2.069408 -0.257011
52 C 2.053959 -3.722414 -1.801608
53 C 2.773318 1.751091 2.126131
54 H 3.975315 -1.547138 2.411935
55 H 3.808102 2.707049 0.479726
56 H 0.945563 2.865152 -6.363458
57 N -1.400590 2.801175 2.648366
58 C -1.222727 -0.574539 3.643564
59 H -2.600128 -3.061272 1.397313
60 H 0.952252 -2.219788 -0.705494
61 H 3.568766 1.848856 4.146090
62 B 0.869781 0.740862 1.387165
63 C 2.064573 3.316091 -4.587014
64 C 0.074076 -5.076165 1.875848
65 C -4.354621 0.226492 0.649215
66 O -5.501866 0.594900 0.534820
67 H 3.277913 -0.574093 3.716091
68 H 4.726648 2.646693 2.000014
69 H 1.211122 -2.104857 3.052516
70 C 0.542939 -2.829961 2.607651
71 C 2.107577 -3.436748 -4.199936
72 H 4.785598 0.528690 0.406200
73 C -0.720226 -2.409306 2.190583
74 C 0.739767 1.183555 -3.437610
75 C -1.369404 4.706444 1.202989
76 C -3.971941 0.335241 -4.076175
77 H 2.343422 -4.276978 -0.917031
78 O -3.348253 0.935282 1.085544
79 H 3.042910 3.547807 -2.686848
80 C 1.339602 -2.288098 -4.086538
81 H 0.377102 -6.109709 1.758794
82 N -1.125593 -1.038618 2.369738
83 C -1.588300 -3.347773 1.646484
84 H 4.803569 -0.078861 2.957663
85 H -1.391604 -1.411358 6.920166
86 H -1.605509 1.052123 7.171157
87 H -5.284255 -1.032649 -5.077976
88 C -1.371597 -0.783591 6.036916
89 C 0.938834 -4.148459 2.446023
90 H -4.654373 -1.569064 -0.458074
91 C -1.237748 -1.375882 4.814253
92 C 2.324911 2.975693 -3.263187
93 C 3.077389 0.270008 1.726858
94 C -4.302953 -0.890351 -4.642962
95 C 2.459325 -4.151325 -3.058970
96 C 1.662709 1.903885 -2.684612
97 C 0.924710 -1.874162 -2.823767
98 H -1.144366 4.720417 -2.171690
99 As -0.128238 -0.302614 -2.606647
100 H -4.690204 1.143854 -4.063855

Cartesian forces (eV/Å) of the 6 atoms listed first:
H 0.0338 -0.0453 0.0254
H -0.0061 0.1310 0.0291
H -0.0216 -0.0716 0.0286
H 0.0084 0.0444 -0.0159
C 0.0086 -0.0436 0.0803
H 0.0055 -0.0424 -0.0006

Summary:
Highest occupied orbital energy (spin up / spin down) = -0.35853 / -0.37374 Eh
Total charge = +1
2S+1 = 2
Kohn-Sham gap (spin up / spin down) = 0.21502 / 0.23585 hartree
<S²> = 0.993

=====

M list, top to bottom, in g/mol: 837.79, 894.59
Energy above the lowest of the compared OMol25 structures with the same formula, charge and spin list, top to bottom, in kcal/mol: 58.1, 0.0